The following is a quantum chemistry calculation of C16H27N2O7Pt as an isolated structure, from the Open Molecules 2025 dataset.

```
53
C16H27N2O7Pt, DFT ωB97M-V/def2-TZVPD
Pt 0.229 0.016 -0.544
C -0.552 2.197 -2.975
C -1.837 1.531 -2.521
O -1.606 0.188 -2.098
C -1.639 -0.805 -3.118
C -1.057 -2.068 -2.517
O 0.274 -1.846 -2.052
C 1.291 -1.858 -3.047
C 2.525 -1.228 -2.422
O 2.260 0.078 -1.916
C 2.333 1.128 -2.873
C 1.725 2.363 -2.242
O 0.366 2.142 -1.891
H -0.754 3.238 -3.241
H -0.148 1.689 -3.858
H -2.579 1.556 -3.321
H -2.227 2.054 -1.649
H -1.066 -0.482 -3.994
H -2.672 -0.989 -3.426
H -1.084 -2.885 -3.240
H -1.631 -2.341 -1.632
H 0.974 -1.310 -3.939
H 1.513 -2.890 -3.331
H 3.332 -1.196 -3.157
H 2.838 -1.822 -1.564
H 1.800 0.854 -3.789
H 3.378 1.327 -3.125
H 1.822 3.212 -2.923
H 2.237 2.584 -1.306
C -1.938 1.884 3.129
C -1.997 0.453 3.663
C -0.721 -0.385 3.374
C -0.946 -1.863 3.764
C 0.206 -2.775 3.339
C 0.410 0.183 4.227
O 0.416 0.091 5.426
N 1.429 0.845 3.561
C 1.605 0.981 2.193
O 2.524 1.592 1.712
N 0.635 0.354 1.430
C -0.423 -0.288 1.913
O -1.165 -0.787 1.026
H -2.844 2.421 3.407
H -1.865 1.899 2.039
H -1.089 2.435 3.538
H -2.846 -0.069 3.222
H -2.130 0.464 4.745
H -1.879 -2.201 3.312
H -1.060 -1.892 4.846
H 0.302 -2.811 2.253
H 0.032 -3.791 3.690
H 1.154 -2.436 3.762
H 2.146 1.258 4.142
```

## Properties
- Total charge: +1
- Kohn-Sham gap (spin up / spin down): 7.99 / 7.87 eV

Results of the natural (NBO) charge analysis, in e, for atoms 1 through 8: Pt 1.1428; C -0.0992; C -0.0854; O -0.5676; C -0.0984; C -0.0928; O -0.5678; C -0.0989

The following is a quantum chemistry calculation of one molecule with the formula C16H27N3O3, from the Open Molecules 2025 dataset.

```
49
C16H27N3O3, DFT ωB97M-V/def2-TZVPD
C 2.578 3.156 2.171
C 2.656 1.742 2.734
C 1.291 1.056 2.707
C 1.329 -0.375 3.245
C 2.088 -1.358 2.336
C 1.187 -2.461 1.785
N 0.202 -1.870 0.914
C -0.808 -2.447 0.295
C -1.040 -3.905 0.482
C -1.651 -1.678 -0.537
C -2.785 -2.293 -1.192
O -3.141 -3.454 -1.116
N -3.536 -1.428 -1.979
C -3.319 -0.100 -2.227
O -4.051 0.552 -2.934
N -2.209 0.429 -1.603
C -1.919 1.831 -1.878
C -1.327 2.029 -3.275
C -0.015 1.280 -3.510
C 1.131 1.790 -2.644
C -1.386 -0.273 -0.742
O -0.461 0.337 -0.191
H 1.886 3.760 2.752
H 3.555 3.633 2.194
H 2.230 3.134 1.141
H 3.376 1.164 2.151
H 3.021 1.779 3.764
H 0.903 1.061 1.687
H 0.599 1.638 3.321
H 1.787 -0.361 4.236
H 0.302 -0.722 3.370
H 2.526 -0.823 1.493
H 2.905 -1.829 2.884
H 1.793 -3.189 1.230
H 0.698 -2.985 2.614
H 0.291 -0.863 0.717
H -2.014 -4.067 0.940
H -0.268 -4.361 1.092
H -1.082 -4.400 -0.486
H -4.345 -1.837 -2.432
H -1.231 2.174 -1.106
H -2.860 2.383 -1.807
H -2.066 1.702 -4.007
H -1.164 3.099 -3.416
H 0.254 1.390 -4.563
H -0.164 0.213 -3.321
H 2.061 1.302 -2.925
H 1.255 2.864 -2.770
H 0.942 1.580 -1.595
```

## Properties
- Total charge: 0
- Kohn-Sham gap: 9.44 eV
- SMILES string: CCCCCCN/C(C)=C1/C(=O)NC(=O)N(CCCC)C1=O

Results of the natural (NBO) charge analysis, in e, for atoms 1 through 8: C -0.5998; C -0.3934; C -0.3993; C -0.4045; C -0.4109; C -0.2143; N -0.5497; C 0.4189

The following is a quantum chemistry calculation of one molecule with the formula C16H27N3O4, from the Open Molecules 2025 dataset.

```
50
C16H27N3O4, DFT ωB97M-V/def2-TZVPD
C -2.941 -1.080 -2.386
C -1.626 -0.444 -2.593
C -0.535 0.059 -2.819
C 0.782 0.641 -3.080
C 1.866 0.285 -1.982
C 2.039 -1.247 -1.827
N 2.535 -1.893 -3.010
O 1.656 -2.310 -4.031
C 3.899 -2.084 -3.146
O 4.322 -2.588 -4.193
C 1.480 0.835 -0.572
O 2.328 1.115 0.235
N 0.151 0.984 -0.159
C -0.203 0.937 1.291
C -0.610 -0.525 1.570
O -1.393 -1.052 0.763
N -0.106 -1.303 2.644
C -0.535 -2.676 2.804
C 1.074 -0.873 3.420
C -1.291 2.021 1.612
C -1.772 1.799 3.082
C -0.678 3.453 1.422
C -2.495 1.996 0.638
H -2.862 -1.731 -1.541
H -3.702 -0.317 -2.201
H -3.144 -1.640 -3.301
H 0.688 1.732 -3.199
H 1.075 0.253 -4.053
H 2.805 0.767 -2.295
H 1.099 -1.725 -1.510
H 2.697 -1.413 -0.980
H 2.101 -2.935 -4.659
H 4.603 -1.823 -2.356
H -0.453 0.533 -0.815
H 0.638 1.173 1.925
H -0.031 -3.364 2.093
H -1.619 -2.771 2.648
H -0.274 -3.059 3.807
H 0.790 -0.084 4.096
H 1.506 -1.679 4.049
H 1.853 -0.502 2.747
H -2.656 2.429 3.299
H -0.939 2.004 3.787
H -2.070 0.772 3.297
H -1.413 4.193 1.857
H 0.270 3.515 1.978
H -0.488 3.698 0.353
H -3.045 1.046 0.688
H -2.191 2.114 -0.371
H -3.187 2.764 0.974
```

## Properties
- Total charge: 0
- Kohn-Sham gap: 9.66 eV
- SMILES string: CC#CC[C@H](CN(O)C=O)C(=O)N[C@H](C(=O)N(C)C)C(C)(C)C

Results of the natural (NBO) charge analysis, in e, for atoms 1 through 8: C -0.6800; C 0.0360; C -0.0819; C -0.4811; C -0.2907; C -0.2420; N -0.1527; O -0.5464